{
  "formula": "C16H36IO7",
  "method": "ωB97M-V with the def2-TZVPD basis set",
  "multiplicity": 1,
  "orbital_gap_ev": 4.1,
  "lumo_ha": 0.0817,
  "charge": -1,
  "largest_force_ev_per_a": 2.8,
  "elements": ["C", "C", "C", "O", "C", "I", "H", "H", "H", "H", "H", "H", "H", "H", "C", "O", "C", "C", "O", "C", "C", "O", "C", "H", "H", "H", "H", "H", "H", "H", "H", "H", "H", "H", "H", "H", "H", "C", "O", "C", "C", "O", "C", "C", "O", "C", "H", "H", "H", "H", "H", "H", "H", "H", "H", "H", "H", "H", "H", "H"],
  "positions_angstrom": [[0.146, 3.509, -4.956], [0.013, 2.628, -3.579], [0.639, 1.114, -3.913], [-0.007, 0.463, -5.064], [0.851, -0.561, -5.681], [1.602, 0.038, -7.652], [1.269, 3.835, -5.074], [-0.594, 4.431, -4.883], [-0.186, 2.919, -5.934], [-1.067, 2.584, -3.124], [0.784, 3.101, -2.800], [1.803, 1.309, -4.085], [0.429, 0.449, -2.958], [1.824, -0.668, -5.002], [5.089, -3.304, -1.205], [4.704, -2.280, -0.302], [4.699, -0.991, -0.918], [3.838, -0.018, -0.107], [2.436, -0.158, -0.375], [1.809, -1.318, 0.187], [1.605, -1.211, 1.701], [2.816, -1.531, 2.388], [2.837, -1.010, 3.706], [6.098, -3.119, -1.586], [5.081, -4.256, -0.669], [4.377, -3.367, -2.034], [4.311, -1.057, -1.941], [5.733, -0.633, -0.943], [4.092, 0.999, -0.423], [4.045, -0.080, 0.964], [2.341, -2.229, -0.093], [0.820, -1.369, -0.285], [0.845, -1.929, 2.021], [1.275, -0.195, 1.956], [2.783, 0.083, 3.683], [3.783, -1.296, 4.175], [2.011, -1.417, 4.295], [-1.066, 1.415, 0.850], [-1.964, 0.625, 1.610], [-1.900, 0.927, 3.005], [-3.172, 0.446, 3.712], [-4.271, 1.354, 3.559], [-4.890, 1.369, 2.267], [-5.753, 0.131, 2.005], [-4.934, -0.968, 1.603], [-5.577, -2.215, 1.801], [-0.034, 1.244, 1.175], [-1.158, 1.128, -0.201], [-1.320, 2.476, 0.942], [-1.782, 2.006, 3.158], [-1.032, 0.404, 3.417], [-2.967, 0.418, 4.787], [-3.450, -0.567, 3.413], [-4.153, 1.531, 1.478], [-5.548, 2.246, 2.271], [-6.453, 0.337, 1.190], [-6.317, -0.122, 2.913], [-5.788, -2.369, 2.864], [-4.903, -3.009, 1.467], [-6.503, -2.269, 1.222]],
  "forces_ev_per_angstrom": [[-0.836, 0.070, -0.015], [1.276, -0.574, -0.803], [-0.527, 1.008, 0.767], [2.444, 0.672, 1.154], [-0.302, -1.024, 2.491], [0.500, 0.701, -0.545], [-2.316, -0.470, 0.129], [1.812, -1.568, -0.158], [0.845, 0.981, 2.332], [2.072, 0.119, -1.027], [-1.898, -0.988, -1.397], [-2.399, -0.765, 0.234], [0.814, 1.176, -1.766], [-1.467, 0.636, -1.346], [-0.106, 0.207, 0.277], [-0.118, -0.070, -0.198], [-0.169, -0.165, 0.618], [-0.172, -0.095, -0.505], [0.282, -0.297, 0.401], [-0.202, 0.461, 0.087], [0.522, -0.394, -0.292], [0.017, 0.336, 0.228], [0.149, -0.219, -0.435], [0.005, -0.049, -0.136], [0.001, 0.185, 0.040], [0.098, 0.004, -0.125], [-0.026, 0.074, 0.033], [0.072, 0.185, -0.145], [-0.106, -0.124, -0.091], [0.058, -0.260, -0.071], [0.098, 0.037, 0.252], [0.123, 0.139, 0.073], [-0.266, 0.049, -0.027], [0.050, -0.090, -0.040], [-0.120, 0.049, 0.102], [-0.133, -0.047, -0.149], [-0.093, 0.073, 0.128], [-0.117, -0.246, -0.025], [-0.105, 0.269, 0.262], [-0.410, -0.570, -0.515], [0.147, 0.462, 0.013], [0.130, -0.290, -0.305], [-0.276, -0.131, 0.319], [0.677, -0.022, -0.302], [-0.161, -0.090, 0.345], [0.324, 0.260, -0.120], [0.014, 0.174, -0.089], [0.001, -0.046, 0.188], [0.109, 0.089, 0.036], [-0.028, 0.003, 0.053], [0.116, 0.062, 0.237], [-0.044, 0.133, -0.090], [0.123, 0.109, -0.237], [-0.018, -0.291, -0.017], [0.038, -0.148, 0.123], [-0.210, 0.141, 0.027], [0.039, 0.063, -0.016], [-0.154, -0.036, 0.021], [-0.053, 0.224, -0.024], [-0.123, -0.080, 0.040]],
  "nbo_charge": [-0.6457, -0.4294, -0.0751, -0.6219, -0.4339, -0.2435, 0.2053, 0.1885, 0.2469, 0.1939, 0.1864, 0.1735, 0.1618, 0.0942, -0.2494, -0.5525, -0.0979, -0.0884, -0.5359, -0.0948, -0.0949, -0.5480, -0.2471, 0.1618, 0.1865, 0.1768, 0.1906, 0.1642, 0.1880, 0.1883, 0.2002, 0.1986, 0.1714, 0.1677, 0.1630, 0.1897, 0.1618, -0.2513, -0.5500, -0.0933, -0.0899, -0.5452, -0.0921, -0.0943, -0.5437, -0.2480, 0.1648, 0.2099, 0.1620, 0.1739, 0.1673, 0.1815, 0.1964, 0.2045, 0.1839, 0.1717, 0.1700, 0.1596, 0.1965, 0.1650]
}



{
  "formula": "C2H5BrN2O",
  "method": "ωB97M-V with the def2-TZVPD basis set",
  "e_above_lowest_ev": 1.994,
  "multiplicity": 1,
  "orbital_gap_ev": 9.1,
  "lumo_ha": 0.0002,
  "largest_force_ev_per_a": 6.1,
  "elements": ["C", "C", "N", "N", "O", "Br", "H", "H", "H", "H", "H"],
  "positions_angstrom": [[-0.374, 0.868, -0.040], [-0.381, -1.962, 0.019], [0.320, 2.145, 0.004], [0.500, -0.215, -0.219], [-1.576, 0.719, -0.117], [2.334, -0.308, -0.010], [-0.344, -2.199, 1.019], [-1.473, -1.727, -0.001], [0.064, -2.446, -0.760], [1.304, 2.298, 0.055], [-0.376, 2.828, 0.049]],
  "forces_ev_per_angstrom": [[3.052, 0.949, -0.803], [-1.710, 5.873, 0.106], [-2.133, -3.452, -0.014], [-2.793, -3.782, 0.567], [0.631, 0.547, 0.509], [-0.477, 0.405, 0.195], [1.684, -0.821, 2.146], [0.980, 0.167, -1.260], [1.075, -1.493, -1.634], [0.089, -0.087, 0.077], [-0.398, 1.694, 0.111]],
  "nbo_charge": [0.7638, -0.2846, -0.8820, -0.6292, -0.6307, 0.2169, 0.1980, 0.2351, 0.2034, 0.4101, 0.3991]
}



{
  "formula": "C24H45N4O5PZr",
  "method": "ωB97M-V with the def2-TZVPD basis set",
  "e_above_lowest_ev": 0.177,
  "multiplicity": 1,
  "orbital_gap_ev": 7.4,
  "lumo_ha": -0.2428,
  "charge": 2,
  "largest_force_ev_per_a": 1.3,
  "elements": ["Zr", "C", "C", "N", "C", "C", "N", "C", "C", "C", "N", "C", "C", "N", "C", "H", "H", "H", "H", "H", "H", "H", "H", "H", "H", "H", "H", "H", "H", "H", "H", "H", "H", "H", "H", "H", "H", "H", "H", "O", "C", "C", "O", "C", "C", "O", "C", "O", "O", "C", "C", "C", "P", "C", "C", "C", "C", "C", "C", "H", "H", "H", "H", "H", "H", "H", "H", "H", "H", "H", "H", "H", "H", "H", "H", "H", "H", "H", "H", "H"],
  "positions_angstrom": [[-0.163, -0.133, 0.234], [0.523, -3.113, 1.422], [-0.978, -3.115, 1.094], [-1.447, -2.126, 0.050], [-1.559, -2.719, -1.299], [-0.186, -2.921, -1.859], [0.607, -1.674, -1.721], [1.965, -1.912, -2.310], [3.109, -1.195, -1.638], [2.903, 0.297, -1.503], [2.056, 0.688, -0.338], [2.854, 0.747, 0.931], [2.684, -0.514, 1.745], [1.238, -0.758, 1.979], [0.945, -2.131, 2.511], [1.125, -2.936, 0.522], [0.791, -4.120, 1.738], [-1.543, -2.885, 1.995], [-1.284, -4.107, 0.761], [-2.379, -1.851, 0.353], [-2.136, -2.031, -1.919], [-2.106, -3.663, -1.256], [-0.242, -3.226, -2.907], [0.344, -3.711, -1.326], [0.164, -1.005, -2.351], [1.923, -1.641, -3.369], [2.144, -2.986, -2.277], [4.004, -1.375, -2.236], [3.316, -1.641, -0.664], [2.430, 0.702, -2.400], [3.861, 0.810, -1.402], [1.774, 1.650, -0.521], [2.510, 1.611, 1.499], [3.908, 0.907, 0.704], [3.203, -0.416, 2.701], [3.090, -1.392, 1.248], [0.942, -0.105, 2.706], [0.150, -2.020, 3.248], [1.829, -2.492, 3.036], [-1.883, 3.027, 5.347], [-1.574, 2.432, 4.370], [-0.608, 2.927, 3.243], [-0.002, 3.954, 3.180], [-0.620, 1.807, 2.271], [-1.415, 0.793, 2.632], [-1.497, -0.234, 1.768], [-2.079, 1.010, 3.945], [-2.800, 0.275, 4.547], [0.017, 1.670, 1.105], [-2.232, 2.315, -4.289], [-1.021, 1.813, -3.493], [-0.551, 0.490, -4.088], [-1.250, 1.817, -1.640], [-3.066, 1.758, -1.343], [-3.625, 0.361, -1.593], [-3.451, 2.254, 0.051], [-0.761, 3.524, -1.145], [0.737, 3.798, -1.301], [-1.570, 4.590, -1.891], [-1.934, 2.431, -5.332], [-2.606, 3.279, -3.952], [-3.055, 1.601, -4.268], [-0.211, 2.534, -3.635], [-1.287, -0.309, -3.933], [0.418, 0.184, -3.690], [-0.421, 0.586, -5.167], [-3.488, 2.444, -2.077], [-3.353, -0.310, -0.770], [-3.287, -0.084, -2.530], [-4.715, 0.387, -1.615], [-3.042, 1.617, 0.843], [-4.537, 2.226, 0.154], [-3.137, 3.281, 0.236], [-0.998, 3.583, -0.083], [1.116, 3.534, -2.293], [1.328, 3.308, -0.527], [0.920, 4.866, -1.177], [-1.288, 4.652, -2.944], [-1.349, 5.559, -1.442], [-2.648, 4.445, -1.829]],
  "forces_ev_per_angstrom": [[0.545, -0.716, -0.987], [0.032, 0.111, -0.187], [-0.129, 0.106, -0.112], [0.084, -0.001, 0.320], [-0.176, 0.067, 0.190], [0.209, -0.019, -0.142], [-0.040, 0.200, 0.236], [-0.151, -0.128, -0.116], [0.062, -0.011, 0.118], [-0.141, 0.205, 0.056], [0.066, -0.049, 0.242], [-0.067, 0.015, -0.186], [-0.154, -0.099, 0.154], [0.025, -0.280, -0.010], [-0.004, 0.209, 0.041], [0.008, -0.022, 0.034], [-0.062, -0.018, 0.106], [0.019, -0.068, 0.060], [0.022, -0.035, -0.014], [0.027, 0.011, -0.001], [-0.003, 0.016, -0.037], [-0.009, -0.025, -0.057], [-0.003, -0.033, 0.001], [-0.033, -0.012, 0.009], [-0.073, -0.007, -0.058], [0.054, -0.006, -0.003], [0.051, 0.002, -0.002], [-0.009, 0.013, -0.029], [0.015, 0.008, -0.036], [-0.048, -0.035, -0.073], [0.043, -0.020, -0.040], [0.043, -0.044, 0.021], [-0.035, -0.020, 0.044], [0.026, 0.006, -0.004], [0.040, -0.007, 0.009], [0.020, 0.013, -0.040], [-0.001, 0.066, -0.031], [-0.011, -0.085, 0.029], [0.037, -0.030, -0.008], [0.031, -0.010, 0.020], [-0.070, -0.016, -0.122], [-0.062, -0.244, 0.002], [-0.008, 0.059, 0.009], [0.509, 0.679, -0.217], [-0.607, -0.803, 0.226], [-0.112, 0.304, 0.372], [0.218, 0.099, -0.134], [-0.057, -0.004, 0.028], [-0.052, 0.575, 0.459], [-0.029, 0.009, -0.038], [-0.074, 0.131, -0.118], [-0.106, -0.149, 0.075], [0.153, -0.357, -0.138], [-0.062, 0.076, 0.063], [-0.033, -0.084, 0.036], [-0.018, -0.060, 0.093], [-0.010, 0.156, -0.047], [-0.009, 0.044, -0.088], [0.082, 0.158, 0.031], [-0.013, -0.003, 0.010], [0.005, -0.045, 0.006], [-0.005, -0.025, 0.023], [0.004, 0.034, 0.018], [0.076, 0.016, 0.018], [0.100, 0.016, -0.013], [-0.017, 0.036, 0.016], [-0.098, -0.006, -0.050], [0.017, 0.029, 0.000], [0.001, 0.056, -0.048], [0.010, 0.017, -0.013], [-0.023, 0.055, -0.132], [0.006, -0.007, -0.011], [-0.008, -0.004, -0.004], [0.000, -0.012, 0.009], [0.013, -0.026, 0.078], [-0.031, 0.060, 0.022], [-0.015, -0.011, 0.010], [0.020, -0.004, 0.058], [-0.025, 0.000, -0.026], [0.021, -0.019, 0.018]],
  "mulliken_charge": [-0.4172, -0.2908, -0.9468, -0.3144, -0.7740, -1.0992, 1.1420, -1.1321, -0.5551, -0.9589, -0.2606, -0.8656, -0.7433, -0.2618, -0.9490, 0.0691, 0.3925, 0.3847, 0.5992, 0.2989, 0.0733, 0.4552, 0.6002, 0.5469, -0.5957, 0.4584, 0.5948, 0.5032, 0.0465, 0.3728, 0.6159, -0.5119, 0.3898, 0.6016, 0.4572, 0.4977, 0.3278, 0.3438, 0.5307, -0.4242, 0.3084, -0.4059, -0.5119, 0.2142, 0.6739, -0.3503, -0.1502, -0.5091, 1.4608, -1.7586, 0.7095, -1.1958, 1.9814, 0.0757, -1.5658, -1.8666, 0.6992, -1.4482, -1.7709, 0.4958, 0.3588, 0.3789, 0.4235, 0.2233, 0.0288, 0.6617, 0.9887, 0.1100, 0.2654, 0.5647, 0.2799, 0.5684, 0.3442, 0.0367, 0.2925, 0.3965, 0.5132, 0.3598, 0.5379, 0.3799]
}



{
  "formula": "C6H13N3O3",
  "method": "ωB97M-V with the def2-TZVPD basis set",
  "e_above_lowest_ev": 0.000,
  "multiplicity": 1,
  "orbital_gap_ev": 10.1,
  "lumo_ha": 0.0203,
  "smiles": "NC[C@@H](N)C(=O)NCCC(=O)O",
  "largest_force_ev_per_a": 2.2,
  "elements": ["C", "C", "C", "C", "C", "C", "H", "H", "H", "H", "H", "H", "H", "H", "H", "H", "H", "H", "H", "N", "N", "N", "O", "O", "O"],
  "positions_angstrom": [[-1.389, 1.177, -0.603], [-1.720, -0.079, 0.176], [-0.714, -0.432, 1.339], [1.022, -1.675, -0.026], [1.593, -0.466, -0.791], [2.522, 0.333, 0.070], [-0.880, 3.110, -0.159], [-0.825, 2.176, 1.030], [-2.281, 1.554, -1.044], [-0.944, 0.892, -1.553], [-2.627, 0.113, 0.773], [-1.382, -1.182, -1.579], [-2.029, -2.076, -0.318], [1.016, -1.129, 1.968], [1.778, -2.405, 0.214], [0.319, -2.291, -0.717], [2.051, -0.822, -1.675], [0.805, 0.147, -1.217], [1.129, 1.719, 0.195], [-0.555, 2.189, 0.077], [-1.980, -1.166, -0.736], [0.375, -1.264, 1.201], [-0.934, 0.098, 2.446], [2.022, 1.517, 0.510], [3.626, -0.036, 0.417]],
  "forces_ev_per_angstrom": [[0.603, 0.045, -0.998], [0.437, -1.116, 1.331], [-0.019, 1.394, 1.283], [-1.371, -0.515, -1.663], [-0.797, -0.601, -0.035], [0.763, 1.062, 0.855], [0.145, 0.423, -0.746], [-0.011, -0.420, 1.596], [-1.295, 0.708, 0.427], [0.882, -0.252, 0.062], [0.220, -0.045, -0.224], [-0.489, 0.015, 0.965], [-0.020, -0.173, 0.181], [-0.088, -0.177, 0.310], [0.539, 0.114, 0.272], [0.968, 1.282, 1.230], [1.192, -0.504, -0.765], [-0.271, 0.154, 0.487], [-0.888, 0.175, -0.286], [-0.719, -0.492, -0.625], [0.061, 0.388, -1.410], [-0.735, 0.239, -0.127], [0.288, -0.781, -1.780], [1.738, -1.045, 0.083], [-1.134, 0.123, -0.425]],
  "nbo_charge": [-0.2228, -0.1479, 0.6597, -0.2042, -0.5473, 0.7818, 0.3789, 0.3857, 0.2039, 0.1751, 0.2252, 0.3618, 0.3768, 0.4139, 0.2281, 0.1997, 0.2401, 0.2080, 0.5051, -0.8409, -0.8345, -0.6311, -0.6312, -0.7030, -0.5808]
}